{
  "formula": "C30H83N7O8",
  "method": "the ωB97M-V functional and the def2-TZVPD basis",
  "de_lowest_kj_mol": 141.6,
  "smiles": "COC[C@H](C)N.COC[C@H](C)N.COC[C@H](C)N.COC[C@H](C)N.COC[C@H](C)N.COC[C@H](C)N.COC[C@H](C)N.CCO",
  "orbital_gap_ev": 9.371,
  "species": ["C", "O", "C", "C", "C", "N", "H", "H", "H", "H", "H", "H", "H", "H", "H", "H", "H", "C", "O", "C", "C", "C", "N", "H", "H", "H", "H", "H", "H", "H", "H", "H", "H", "H", "C", "O", "C", "C", "C", "N", "H", "H", "H", "H", "H", "H", "H", "H", "H", "H", "H", "C", "O", "C", "C", "C", "N", "H", "H", "H", "H", "H", "H", "H", "H", "H", "H", "H", "C", "O", "C", "C", "C", "N", "H", "H", "H", "H", "H", "H", "H", "H", "H", "H", "H", "C", "O", "C", "C", "C", "N", "H", "H", "H", "H", "H", "H", "H", "H", "H", "H", "H", "C", "O", "C", "C", "C", "N", "H", "H", "H", "H", "H", "H", "H", "H", "H", "H", "H", "C", "C", "O", "H", "H", "H", "H", "H", "H"],
  "coordinates": [[4.72081, 20.39122, 18.13841], [4.02637, 19.18765, 18.30009], [2.65513, 19.40438, 18.49557], [1.95135, 18.06287, 18.64468], [0.44726, 18.22984, 18.68950], [2.37314, 17.44813, 19.92750], [4.49739, 21.07835, 18.96254], [4.47571, 20.90623, 17.20034], [5.80108, 20.25489, 18.11243], [2.43771, 20.08157, 19.33138], [2.21357, 19.91702, 17.62360], [2.34412, 17.39122, 17.87738], [0.14759, 18.94740, 19.45235], [-0.02036, 17.26394, 18.89425], [-0.00165, 18.49980, 17.73038], [3.00356, 16.66197, 19.83236], [1.58304, 17.04610, 20.41942], [-5.25685, 14.64266, 20.48133], [-5.34286, 15.18015, 19.19469], [-4.22502, 15.99743, 18.83748], [-4.36983, 17.40779, 19.37195], [-5.35835, 18.26156, 18.59655], [-3.05903, 18.06373, 19.40401], [-6.18441, 14.09760, 20.66630], [-5.26984, 15.38970, 21.28874], [-4.40355, 13.98922, 20.68430], [-3.32276, 15.46235, 19.15220], [-4.23241, 16.00024, 17.74342], [-4.82884, 17.31007, 20.36659], [-5.54445, 19.25986, 18.99847], [-6.33400, 17.76811, 18.56282], [-5.07995, 18.39489, 17.54732], [-2.48716, 17.70315, 20.16484], [-3.18368, 19.02779, 19.68219], [-3.75556, 19.37465, 22.43326], [-2.36896, 19.08535, 22.28700], [-1.52138, 19.98830, 22.98136], [-0.08369, 19.47657, 22.88134], [0.07391, 18.19267, 23.70339], [0.87700, 20.43872, 23.42650], [-4.00948, 19.65577, 23.45872], [-4.30280, 18.48627, 22.13077], [-3.92666, 20.22445, 21.76278], [-1.45583, 20.97288, 22.49954], [-1.91984, 20.07108, 23.99442], [0.12762, 19.25085, 21.83531], [-0.65944, 17.44764, 23.38161], [-0.18477, 18.37647, 24.75282], [1.06626, 17.74525, 23.71154], [0.76898, 20.51590, 24.43240], [0.60369, 21.35385, 23.06494], [-1.87712, 25.75639, 19.19813], [-1.69281, 26.99174, 18.54992], [-0.35396, 27.45840, 18.50611], [0.38446, 27.47290, 19.86305], [-0.33964, 28.20097, 20.99270], [1.71765, 28.04189, 19.59287], [-2.60836, 25.18711, 18.61037], [-2.32737, 25.82518, 20.19052], [-0.98651, 25.12326, 19.15842], [0.18136, 26.80542, 17.80544], [-0.36549, 28.46195, 18.07715], [0.52834, 26.42544, 20.13670], [-0.12960, 29.27386, 20.90901], [-0.04624, 28.04160, 22.03363], [-1.41131, 28.00058, 20.90340], [2.36703, 27.72840, 20.30444], [1.65083, 29.05042, 19.66475], [-0.30578, 17.73108, 11.35869], [-1.46219, 18.05762, 12.09124], [-1.25199, 18.21760, 13.45866], [-2.60429, 18.43605, 14.14477], [-2.47050, 18.69497, 15.63730], [-3.47822, 17.25675, 13.95752], [0.58221, 18.27708, 11.68977], [-0.49153, 17.93755, 10.30825], [-0.07180, 16.66614, 11.47152], [-0.73910, 17.36116, 13.91894], [-0.65617, 19.10902, 13.71702], [-3.07902, 19.28089, 13.63933], [-3.44522, 18.81761, 16.10019], [-1.86352, 19.58197, 15.82669], [-1.98704, 17.81990, 16.07893], [-3.14252, 16.47320, 14.50956], [-3.36262, 16.97906, 12.98542], [-0.53351, 23.57284, 21.92485], [-0.04709, 23.31594, 23.21500], [-0.13969, 24.48636, 24.01591], [0.59726, 24.17581, 25.31448], [0.30977, 25.26357, 26.35388], [2.04301, 24.15344, 25.05060], [0.05897, 24.34106, 21.40356], [-1.56020, 23.95587, 21.90013], [-0.51862, 22.72660, 21.23539], [0.35607, 25.30601, 23.48742], [-1.15859, 24.80046, 24.26120], [0.31699, 23.19623, 25.71492], [0.39416, 26.28590, 25.99698], [0.87432, 25.02664, 27.25731], [-0.72305, 25.15602, 26.71043], [2.24688, 23.43779, 24.35723], [2.53519, 23.86445, 25.88942], [-9.01917, 24.90690, 22.30734], [-7.86137, 24.33127, 21.74322], [-7.61785, 24.67115, 20.38931], [-6.13887, 24.53667, 20.08331], [-5.70442, 25.26209, 18.78956], [-5.72754, 23.11460, 19.95610], [-9.16813, 25.96256, 22.07468], [-8.95455, 24.78159, 23.38682], [-9.88164, 24.31490, 21.97728], [-8.23385, 23.96399, 19.81451], [-7.98922, 25.66686, 20.12027], [-5.58093, 25.00767, 20.89432], [-5.90530, 26.32235, 18.92716], [-6.20634, 24.79443, 17.94209], [-4.63339, 25.11983, 18.65221], [-6.18630, 22.77911, 19.10263], [-6.30954, 22.58621, 20.61464], [-2.13828, 21.25767, 19.24231], [-2.19081, 22.78306, 19.22732], [-2.92748, 23.24178, 20.35649], [-1.75632, 20.84052, 20.17162], [-1.50950, 20.97185, 18.38412], [-3.07070, 20.78237, 18.93925], [-2.71398, 23.09309, 18.31300], [-1.19638, 23.22914, 19.20964], [-3.88985, 23.18878, 20.15630]],
  "atomic_forces_ev_per_a": [[0.1666, 0.7427, -0.0205], [0.2727, -0.0608, 0.0480], [-0.7125, 0.0132, -0.7672], [0.8106, -0.2873, 1.2920], [-0.3119, -0.5788, -0.8217], [-0.1805, -0.2094, 0.5369], [0.0065, 0.0346, 0.0224], [-0.2857, -0.0931, -0.0273], [-0.0618, -0.5091, 0.1554], [0.2286, -0.2965, 0.3563], [0.1812, -0.0409, -0.1976], [-0.5287, 0.2798, -0.5378], [-0.0072, 0.0182, 0.0199], [0.0192, 0.0434, 0.2951], [0.2053, 0.4042, 0.0421], [0.2604, 0.2979, -0.3370], [-0.1300, 0.2483, -0.0434], [-0.8431, 0.1001, 1.0037], [0.2542, 0.1221, -0.1083], [-0.6612, -0.6971, -0.5796], [0.1225, 0.5436, 0.6124], [-0.5938, -0.3168, -0.8505], [-0.0163, -0.1020, 0.2248], [0.1396, -0.2835, -0.2487], [0.2682, 0.2806, -0.2365], [0.1468, -0.0616, -0.4545], [0.2294, 0.4633, 0.1941], [0.1381, 0.1278, 0.0290], [0.2436, -0.0499, 0.1696], [0.3225, -0.0621, 0.3358], [0.0608, -0.0756, 0.1259], [0.2645, -0.0541, 0.0736], [-0.0462, -0.2434, -0.1384], [-0.0647, 0.0930, -0.1518], [0.9791, 0.4717, -0.4994], [-0.0115, -0.2897, 0.2223], [0.2858, -0.2590, -0.8468], [0.2500, -1.0103, 1.8440], [-0.7201, -0.4113, 0.0785], [-0.3818, 0.5527, -0.8900], [-0.0034, -0.0668, 0.0390], [-0.1224, 0.0931, -0.0408], [-0.7055, 0.0071, 0.1207], [-0.7490, 0.1581, 0.0863], [0.4441, 0.2422, 0.3018], [0.1294, 0.2326, -0.0951], [0.1764, -0.0508, -0.1456], [0.0636, 0.2554, -0.0155], [0.0949, 0.2042, -0.3476], [-0.0927, -0.1632, 0.0135], [0.4495, -0.0250, 0.2656], [-0.5952, -0.5120, -0.9672], [-0.1132, 0.6268, 0.4031], [-0.1375, -0.3088, 0.3010], [0.6021, -0.1225, 0.0195], [-0.5061, 0.5776, -0.2305], [-0.1853, -0.3824, 0.0761], [0.0973, 0.3243, 0.0288], [0.5000, 0.1905, 0.1909], [0.1222, 0.3734, 0.3876], [0.3755, 0.1507, 0.1997], [-0.1674, 0.0165, 0.0396], [0.1074, 0.0057, 0.1020], [-0.4916, 0.0631, -0.4185], [0.3106, -0.8392, -0.2410], [0.0098, 0.3078, 0.1696], [0.0547, 0.1276, -0.0419], [0.1524, 0.0316, -0.0296], [0.2210, -0.4374, 0.1170], [-0.0214, 0.2416, -0.3316], [-0.1544, 0.6940, 1.3273], [-0.2481, -0.9594, -0.0962], [0.3528, -0.0652, -0.4834], [0.0697, 0.3901, -0.4210], [-0.1126, 0.2571, 0.0176], [-0.0552, 0.0559, -0.0101], [-0.0193, -0.0488, -0.0344], [-0.0496, -0.1833, -0.1539], [0.2780, -0.0403, -0.4970], [-0.0742, 0.0076, 0.0412], [-0.0234, 0.0207, -0.0147], [0.0121, -0.0408, 0.1301], [0.0262, 0.1252, 0.2726], [0.0913, 0.1040, 0.0997], [-0.2558, -0.1028, 0.0693], [-0.3088, 0.9385, -1.0814], [-0.4833, 0.2088, -0.2248], [0.7067, -0.6861, 0.6453], [0.6313, 0.9104, -0.0280], [-0.9953, -1.0915, 0.5002], [0.1193, -0.0901, -0.2188], [0.2633, 0.0653, 0.2622], [0.1215, -0.2395, 0.3871], [0.1883, -0.4542, 0.7030], [0.0837, 0.1620, 0.1325], [-0.2801, -0.3338, -0.3387], [-0.6359, 0.0803, -0.1095], [0.5545, -0.0183, -0.0181], [0.4230, 0.5657, -0.1198], [-0.0623, 0.0191, -0.2570], [-0.0443, 0.0887, -0.0223], [0.0011, 0.0955, 0.0026], [-0.3486, -0.9042, 0.0293], [0.7267, 0.7837, 0.2855], [-0.7059, -0.2693, -0.0723], [0.4365, 0.0003, -0.7519], [-0.2421, -0.6227, 0.9723], [-1.2836, -0.2381, 0.0839], [0.1854, 0.0307, -0.1657], [0.1182, 0.0870, 0.0070], [-0.2358, 0.3343, -0.0413], [0.2780, 0.0657, -0.5312], [0.1180, 0.1648, 0.3483], [-0.0432, -0.2450, 0.2372], [-0.1050, 0.0517, -0.5150], [-0.1785, 0.4339, -0.1965], [-0.0484, 0.0689, 0.0316], [0.5599, 0.2098, -0.2616], [0.6559, 0.1262, 0.4847], [0.6650, 0.2219, -1.4886], [-1.3603, -1.0069, 0.3010], [0.0160, 0.4085, -0.2064], [0.0093, -0.0239, 0.0120], [0.3571, -0.2112, 0.4354], [-0.3977, 0.3635, 0.4898], [0.2607, 0.0235, -0.0714], [-0.0985, -0.1903, 0.2105], [0.2217, -0.2641, 0.0298]],
  "lowdin_charge": [-0.13, -0.17, -0.24, -0.41, -0.07, 0.04, 0.09, 0.09, 0.08, 0.13, 0.13, 0.14, 0.06, 0.07, 0.07, 0.07, 0.05, -0.14, -0.18, -0.18, -0.44, -0.05, 0.08, 0.09, 0.08, 0.09, 0.12, 0.13, 0.11, 0.07, 0.08, 0.06, 0.07, 0.01, -0.08, -0.22, -0.20, -0.42, -0.07, 0.06, 0.09, 0.07, 0.09, 0.10, 0.13, 0.12, 0.07, 0.08, 0.07, 0.07, 0.03, -0.13, -0.18, -0.19, -0.43, -0.05, 0.03, 0.06, 0.10, 0.08, 0.12, 0.13, 0.11, 0.07, 0.07, 0.07, 0.07, 0.06, -0.11, -0.18, -0.24, -0.43, -0.07, 0.04, 0.09, 0.09, 0.09, 0.13, 0.13, 0.14, 0.06, 0.07, 0.07, 0.06, 0.06, -0.12, -0.21, -0.19, -0.44, -0.07, 0.03, 0.09, 0.08, 0.07, 0.13, 0.13, 0.13, 0.08, 0.07, 0.08, 0.07, 0.07, -0.11, -0.19, -0.21, -0.40, -0.03, 0.04, 0.09, 0.09, 0.09, 0.13, 0.12, 0.14, 0.09, 0.08, 0.05, 0.09, 0.09, -0.07, -0.33, -0.14, 0.06, 0.08, 0.06, 0.11, 0.09, 0.03]
}